# 1
{"formula": "C2H5PS", "method": "wB97M-V/def2-TZVPD", "elements": ["C", "P", "C", "S", "H", "H", "H", "H", "H"], "positions_angstrom": [[-1.2812, 0.2256, 1.0570], [-0.1920, -0.1948, -0.1432], [1.4412, 0.4147, -0.5771], [2.6446, -0.2508, 0.2627], [-1.6042, 1.2362, 1.1869], [-2.0205, -0.5073, 0.7542], [-0.6603, -0.5033, -1.4383], [0.1105, -1.5302, 0.2661], [1.5618, 1.1098, -1.3681]], "forces_ev_per_angstrom": [[0.68, 0.77, -0.03], [-0.39, -2.16, 0.30], [0.21, -0.74, 1.52], [0.15, 0.46, -0.41], [-0.35, 0.42, -0.04], [-0.77, -0.12, 0.51], [0.10, 0.23, -0.53], [0.18, 0.43, -0.66], [0.18, 0.71, -0.66]], "mulliken_charge": [-0.777, 0.164, -0.216, -0.145, 0.291, 0.200, 0.064, 0.075, 0.344], "spin_multiplicity": 1, "smiles": "C=[PH2]C=S", "gap_ev": 6.304, "total_charge": 0, "homo_energy_ev": -7.75}

=====

# 2
{"formula": "C16H12Cl36I2O3S", "method": "wB97M-V/def2-TZVPD", "elements": ["C", "C", "I", "C", "I", "C", "C", "C", "C", "O", "S", "O", "O", "H", "H", "H", "H", "H", "H", "H", "H", "H", "H", "H", "H", "Cl", "C", "Cl", "Cl", "Cl", "Cl", "C", "Cl", "Cl", "Cl", "Cl", "C", "Cl", "Cl", "Cl", "Cl", "C", "Cl", "Cl", "Cl", "Cl", "C", "Cl", "Cl", "Cl", "Cl", "C", "Cl", "Cl", "Cl", "Cl", "C", "Cl", "Cl", "Cl", "Cl", "C", "Cl", "Cl", "Cl", "Cl", "C", "Cl", "Cl", "Cl"], "positions_angstrom": [[1.3725, -1.8585, 0.4495], [0.3441, -1.3365, -0.5169], [0.5715, -2.5909, -2.2969], [0.4890, 0.1313, -0.9694], [1.6324, 1.3791, 0.3665], [-0.8266, 0.8369, -1.2702], [-1.6762, 0.2111, -2.3831], [-2.7757, -0.7207, -1.9473], [-3.7533, -0.0664, -0.9866], [-3.2671, 1.1689, -0.4141], [-1.8220, 1.0547, 0.1884], [-1.7580, -0.1297, 0.9667], [-1.5473, 2.2701, 0.8335], [2.3607, -1.8210, 0.0152], [1.1532, -2.8974, 0.6481], [1.3157, -1.3348, 1.3928], [-0.6443, -1.5586, -0.1731], [1.0463, 0.1526, -1.8839], [-0.5913, 1.8358, -1.5971], [-2.1542, 1.0474, -2.8833], [-1.0504, -0.2514, -3.1230], [-2.3828, -1.6354, -1.5272], [-3.3171, -1.0084, -2.8334], [-4.6688, 0.1803, -1.4907], [-3.9882, -0.7508, -0.1852], [0.2461, 3.4427, 3.5530], [-0.5124, 2.0720, 4.3644], [-0.1944, 2.1703, 6.1040], [-2.2500, 2.1081, 4.0862], [0.1652, 0.5693, 3.7412], [-3.6231, 5.8518, -3.3128], [-3.7297, 4.2555, -2.5676], [-5.2107, 4.0905, -1.6346], [-3.6988, 3.0162, -3.8309], [-2.3986, 4.0227, -1.4378], [1.5851, -2.8663, 4.0537], [3.1093, -2.1383, 4.5752], [2.7784, -0.7112, 5.5521], [4.0173, -3.3074, 5.5427], [4.0518, -1.7052, 3.1500], [4.7077, -4.8214, 2.4598], [4.9187, -5.6563, 0.9196], [3.7587, -5.0259, -0.2517], [6.5521, -5.3577, 0.3336], [4.6505, -7.3893, 1.1283], [6.6410, -1.2196, -2.9079], [7.3194, -1.5817, -1.3215], [6.0259, -2.0631, -0.2257], [8.5012, -2.8848, -1.4702], [8.1181, -0.1398, -0.6851], [-5.2374, 6.0774, 1.4114], [-4.6306, 4.8819, 2.5619], [-5.9789, 4.2501, 3.5129], [-3.8476, 3.5641, 1.6954], [-3.4633, 5.6527, 3.6379], [-7.9941, 3.6522, -0.1580], [-8.1101, 1.9506, 0.2973], [-9.4601, 1.7368, 1.4108], [-8.3871, 0.9841, -1.1577], [-6.6103, 1.4146, 1.0544], [-0.1591, -6.4866, -2.0011], [-0.8053, -6.7884, -3.6118], [-0.4120, -5.4364, -4.6821], [-0.0951, -8.2671, -4.2605], [-2.5584, -6.9672, -3.5214], [7.3391, 5.2690, 0.6881], [7.6316, 4.5497, -0.8966], [6.4080, 5.1149, -2.0349], [9.2326, 5.0203, -1.4703], [7.5469, 2.7884, -0.7732]], "forces_ev_per_angstrom": [[-0.29, -0.35, -0.06], [0.71, 0.08, -0.60], [-0.12, -0.06, 0.02], [-0.48, -0.40, 0.43], [0.34, 0.00, -0.11], [-0.04, -0.17, -0.14], [-0.34, 0.64, -0.06], [0.14, -0.20, 0.01], [-0.19, -0.43, 0.07], [-0.14, 0.09, -0.31], [0.00, -0.69, -0.14], [-0.09, -1.13, 0.52], [0.29, 1.60, 0.35], [0.41, 0.23, 0.12], [-0.02, -0.39, 0.11], [0.13, 0.28, 0.22], [-0.34, 0.01, 0.12], [0.47, 0.18, -0.33], [0.14, 0.47, 0.03], [-0.06, 0.15, -0.12], [0.41, -0.29, -0.24], [0.19, -0.23, 0.19], [-0.25, -0.21, -0.36], [-0.37, 0.45, -0.13], [-0.11, -0.06, 0.36], [0.01, 0.07, -0.02], [-0.02, -0.06, 0.00], [0.03, 0.02, 0.07], [0.09, -0.12, 0.16], [-0.14, -0.03, 0.00], [-0.06, -0.04, 0.03], [0.04, 0.00, 0.26], [-0.25, 0.06, -0.23], [0.02, 0.02, -0.10], [0.29, 0.20, -0.28], [-0.06, -0.02, 0.03], [-0.03, -0.03, 0.06], [0.11, -0.01, 0.01], [0.02, -0.06, 0.00], [0.01, 0.36, 0.01], [-0.01, -0.22, -0.02], [0.00, 0.01, 0.04], [-0.14, 0.06, -0.09], [0.13, -0.25, -0.03], [0.03, 0.00, 0.02], [-0.03, 0.01, -0.06], [-0.02, 0.05, 0.00], [-0.09, 0.11, 0.03], [0.01, -0.03, 0.01], [0.12, -0.29, 0.04], [-0.04, 0.08, -0.05], [0.00, -0.13, -0.06], [-0.09, -0.02, 0.06], [-0.23, 0.40, 0.05], [0.04, 0.03, 0.05], [-0.04, 0.05, 0.14], [0.01, -0.11, -0.08], [0.01, -0.01, 0.05], [-0.04, -0.04, -0.08], [-0.01, 0.08, 0.03], [0.03, 0.02, 0.04], [0.01, -0.02, -0.02], [0.02, 0.02, 0.00], [0.02, -0.05, -0.03], [-0.06, 0.00, 0.01], [-0.01, 0.01, 0.03], [0.00, -0.02, 0.03], [-0.04, 0.01, -0.03], [0.04, 0.01, -0.02], [-0.08, 0.30, -0.04]], "mulliken_charge": [-1.391, -0.037, 0.103, -1.548, 0.109, 0.032, -0.707, -0.555, -0.686, 0.243, 0.867, -0.695, -0.301, 0.506, 0.483, 0.066, 0.456, 0.919, 0.590, -0.164, 0.555, 0.204, 0.497, 0.400, 0.281, -0.105, 0.148, -0.118, -0.045, 0.045, -0.106, 0.209, 0.010, -0.125, -0.010, -0.072, 0.192, -0.072, -0.096, -0.009, 0.003, 0.180, -0.051, -0.038, -0.110, -0.116, 0.310, 0.010, -0.113, -0.089, -0.106, 0.161, -0.110, 0.184, -0.101, -0.092, 0.263, -0.098, -0.110, -0.027, -0.057, 0.326, -0.089, -0.095, -0.103, -0.099, 0.308, -0.099, -0.107, -0.006], "spin_multiplicity": 1, "smiles": "C[C@H](I)[C@H](I)[C@H]1CCCOS1(=O)=O.ClC(Cl)(Cl)Cl.ClC(Cl)(Cl)Cl.ClC(Cl)(Cl)Cl.ClC(Cl)(Cl)Cl.ClC(Cl)(Cl)Cl.ClC(Cl)(Cl)Cl.ClC(Cl)(Cl)Cl.ClC(Cl)(Cl)Cl.ClC(Cl)(Cl)Cl", "gap_ev": 9.417, "total_charge": 0, "homo_energy_ev": -9.42}

=====

# 3
{"formula": "C7H8LuN2O5", "method": "wB97M-V/def2-TZVPD", "elements": ["Lu", "C", "O", "C", "O", "C", "O", "C", "O", "C", "H", "H", "C", "H", "H", "N", "C", "N", "O", "H", "H", "H", "H"], "positions_angstrom": [[0.0027, 0.1000, -0.2344], [-2.3104, 0.1266, -0.3187], [-3.4118, 0.2700, -0.6656], [-0.8716, 0.9976, -2.3455], [-1.3770, 1.3996, -3.3002], [-0.6916, -1.5635, -1.7357], [-1.1050, -2.3290, -2.5067], [-0.7103, 2.3278, -0.0708], [-1.1334, 3.4118, -0.0521], [3.5476, 0.5544, -1.2474], [3.6889, 1.2056, -0.3817], [3.6995, -0.5199, -1.1205], [3.0499, 1.0433, -2.3962], [2.8082, 0.3690, -3.2317], [2.7975, 2.1107, -2.4860], [-1.1779, -0.1496, 3.3313], [-0.6821, -1.0774, 2.5059], [-1.1705, -2.3199, 2.4010], [0.2252, -0.7139, 1.6729], [-1.8767, -0.3649, 4.0118], [-0.7239, 0.7600, 3.3750], [-0.7090, -2.9705, 1.7700], [-1.8684, -2.6679, 3.0252]], "forces_ev_per_angstrom": [[3.88, -0.53, 1.26], [-7.74, 0.72, -1.78], [5.66, -0.85, 2.04], [-2.32, 2.26, -5.36], [2.24, -1.71, 4.07], [-2.34, -5.58, -4.87], [2.19, 4.03, 4.04], [-2.45, 7.48, 0.65], [2.29, -5.81, -0.11], [-1.24, -0.33, 0.76], [0.45, -0.16, -0.27], [0.45, 0.31, -0.07], [-1.31, 0.01, -0.05], [0.44, 0.49, 0.19], [0.44, -0.47, -0.22], [0.66, -0.42, -0.85], [-1.47, -0.46, 1.00], [0.72, 1.04, -0.30], [0.31, 0.75, -1.83], [-0.34, -0.10, 0.55], [-0.09, -0.42, 0.25], [-0.10, 0.07, 0.48], [-0.33, -0.34, 0.44]], "mulliken_charge": [1.424, 0.287, -0.037, 0.272, -0.040, 0.332, -0.054, 0.334, -0.056, -0.809, 0.401, 0.401, -0.483, 0.355, 0.355, -0.310, 0.702, -0.311, -0.734, 0.221, 0.264, 0.263, 0.222], "spin_multiplicity": 1, "gap_ev": 6.195, "total_charge": 3, "homo_energy_ev": -20.35}

=====

# 4
{"formula": "C15H20N6O5", "method": "wB97M-V/def2-TZVPD", "elements": ["H", "N", "C", "N", "N", "O", "C", "C", "O", "C", "C", "C", "C", "N", "C", "C", "O", "N", "C", "C", "N", "C", "O", "O", "C", "C", "C", "H", "H", "H", "H", "H", "H", "H", "H", "H", "H", "H", "H", "H", "H", "H", "H", "H", "H", "H"], "positions_angstrom": [[2.2566, -0.2406, 7.0308], [1.8561, 0.2110, 7.8286], [1.2450, 1.2814, 7.5025], [0.8634, 2.0812, 8.5214], [1.1664, 1.7164, 6.1943], [1.9885, 1.1558, 5.1721], [1.4667, 0.0231, 4.4195], [2.6117, -0.5764, 3.5709], [3.0334, 0.2906, 2.5138], [2.2765, 0.2888, 1.3457], [1.9636, 1.5374, 0.7883], [1.1264, 1.6561, -0.3219], [0.5608, 0.5011, -0.8629], [-0.2919, 0.3160, -1.9368], [-0.6621, -1.0489, -2.0622], [-1.4975, -1.7461, -3.0613], [-1.5045, -2.9455, -3.1417], [-2.2522, -1.0010, -3.9547], [-3.1285, -1.5040, -5.0236], [-2.6959, -0.8370, -6.3205], [-1.3638, -1.3294, -6.7261], [-2.8329, 0.7132, -6.1933], [-2.2683, 1.3453, -5.3034], [-3.6689, 1.2805, -7.0827], [0.1027, -1.7157, -1.0957], [0.8735, -0.7411, -0.3520], [1.7552, -0.8579, 0.7334], [1.1503, 1.6881, 9.4102], [1.0431, 3.0816, 8.3745], [0.9321, 2.6871, 6.0994], [0.6307, 0.3946, 3.8037], [1.0696, -0.7195, 5.1081], [2.2389, -1.5159, 3.2079], [3.4335, -0.8870, 4.2324], [2.4145, 2.4394, 1.2423], [0.9701, 2.6684, -0.7031], [-0.6132, 1.0739, -2.5605], [-2.2070, 0.0039, -3.8410], [-3.0021, -2.5639, -5.1521], [-4.1938, -1.2784, -4.8174], [-3.3867, -1.1974, -7.0686], [-0.6393, -0.9715, -6.0812], [-1.3363, -2.3284, -6.6479], [-3.5807, 2.2155, -6.9048], [0.1600, -2.7812, -0.9415], [1.9363, -1.8637, 1.0572]], "forces_ev_per_angstrom": [[-0.03, -0.43, -0.53], [-0.18, -0.56, 0.52], [3.17, -1.93, -0.76], [-1.33, 2.16, 0.09], [-1.23, -0.37, -0.61], [0.33, 0.61, 1.22], [-0.38, 0.88, 0.09], [-0.79, 0.56, 0.67], [0.09, -0.46, -0.01], [-0.78, -0.96, 0.01], [0.00, 0.63, -0.28], [0.66, 0.68, 0.56], [-0.22, 0.62, -1.02], [-1.42, 0.50, -1.08], [2.56, 0.42, 2.02], [-1.16, 0.86, -1.67], [0.25, -1.42, 0.41], [0.33, 0.22, 1.29], [0.20, 1.30, 1.02], [0.10, -0.34, -0.30], [0.44, 1.92, 0.38], [1.00, -0.66, 0.84], [-0.84, -0.33, -1.60], [0.74, -0.94, 0.44], [-0.33, 0.58, -0.57], [-0.33, -0.93, 0.07], [0.07, 0.44, 0.39], [0.02, 0.27, -0.28], [-0.22, -0.77, 0.45], [0.27, 0.18, -0.93], [0.32, -0.25, -0.04], [0.08, -0.20, 0.07], [-0.35, -0.44, -0.52], [0.17, 0.77, -0.40], [-0.39, -0.63, -0.29], [-0.20, -0.45, -0.09], [0.31, -0.83, 0.78], [-0.19, -0.26, -0.26], [0.05, -0.44, 0.27], [0.43, -0.18, 0.12], [-0.29, 0.26, -0.45], [-0.61, -0.26, -0.44], [-0.13, -0.46, 0.02], [-0.25, 0.89, 0.01], [-0.27, 0.00, -0.12], [0.33, -0.22, 0.49]], "mulliken_charge": [0.278, -0.816, 0.565, -0.468, -0.332, -0.269, -0.429, -0.473, -0.501, 0.430, -0.384, -0.770, -0.002, -0.062, 0.369, 0.221, -0.671, -0.084, -0.944, 0.214, -0.671, 0.366, -0.613, -0.434, -1.081, 1.251, -0.786, 0.278, 0.210, 0.223, 0.309, 0.462, 0.299, 0.305, 0.419, 0.349, 0.123, 0.214, 0.430, 0.298, 0.334, 0.279, 0.308, 0.358, 0.487, 0.412], "spin_multiplicity": 1, "smiles": "[H]/N=C(/N)NOCCOc1ccc2[nH]c(C(=O)NC[C@H](N)C(=O)O)cc2c1", "gap_ev": 8.538, "total_charge": 0, "homo_energy_ev": -8.17}